(1)
C25H51AsB2F4N5O4SSi4Ti | the ωB97M-V functional and the def2-TZVPD basis

Geometry as XYZ:
```
98
Properties=species:S:1:pos:R:3:forces:R:3
Ti -0.274 -0.096 0.216 0.387 -0.550 0.758
C -3.608 -0.606 2.759 0.077 -0.136 -0.027
C -2.437 -0.144 1.967 0.052 -0.793 0.002
N -1.635 -0.949 1.336 -1.730 -0.859 1.191
O -1.925 -2.273 1.262 -0.385 0.311 -0.034
B -0.739 -3.084 0.832 1.030 0.133 1.022
F 0.336 -2.577 1.626 -0.445 -0.263 -0.321
F -0.967 -4.390 1.062 -0.356 -0.066 -0.298
O -0.301 -2.903 -0.589 0.048 0.196 -0.568
N 0.163 -1.660 -0.870 0.135 -1.756 -1.648
C 0.597 -1.405 -2.079 -0.134 -0.755 0.453
C 0.775 -2.466 -3.110 -0.063 -0.049 0.174
C 0.814 0.014 -2.328 0.214 0.838 0.093
N 0.548 0.779 -1.299 0.566 1.144 -2.088
O 0.525 2.130 -1.454 -0.100 -0.460 -0.440
B 0.459 2.906 -0.165 1.001 -0.021 0.782
F 0.618 4.216 -0.456 -0.357 0.059 -0.257
F 1.505 2.410 0.652 -0.297 0.217 -0.305
O -0.781 2.759 0.663 -0.700 -0.151 -0.104
N -1.074 1.490 1.031 -1.154 1.878 0.643
C -2.120 1.271 1.773 0.256 0.649 -0.099
C -2.985 2.349 2.327 0.144 0.030 -0.138
C 1.233 0.567 -3.645 -0.082 0.053 0.099
H -3.541 -1.681 2.909 -0.012 0.034 0.007
H -4.542 -0.391 2.235 -0.005 0.042 -0.023
H -3.637 -0.104 3.725 -0.006 0.055 -0.008
H 0.474 -3.419 -2.683 0.063 -0.007 -0.051
H 1.822 -2.521 -3.412 0.004 0.035 -0.060
H 0.162 -2.276 -3.992 0.038 0.092 -0.024
H -2.769 3.285 1.820 0.000 0.010 0.039
H -2.785 2.475 3.394 -0.021 0.000 0.024
H -4.038 2.101 2.204 -0.013 -0.035 0.027
H 1.145 -0.171 -4.438 0.032 -0.017 0.014
H 2.270 0.906 -3.581 0.013 -0.008 -0.013
H 0.630 1.443 -3.883 -0.004 -0.005 0.008
C -2.781 -1.470 -5.144 -0.296 0.180 0.133
Si -4.270 -0.491 -4.509 -0.210 -0.324 -0.263
C -5.271 0.208 -5.947 0.275 -0.067 0.267
C -5.419 -1.536 -3.438 0.310 0.205 -0.143
C -3.624 1.000 -3.512 -0.061 -0.339 -0.083
C -3.837 2.301 -3.958 -0.037 0.124 -0.110
C -3.412 3.385 -3.211 -0.117 -0.068 -0.064
C -2.794 3.142 -1.986 0.170 -0.256 0.236
N -2.541 1.923 -1.545 0.096 0.450 0.266
C -2.923 0.876 -2.290 0.002 -0.308 0.051
S -2.487 -0.670 -1.652 0.013 0.450 -0.026
H -3.112 -2.274 -5.802 -0.024 -0.036 -0.036
H -2.227 -1.920 -4.319 -0.023 -0.022 0.036
H -2.101 -0.834 -5.712 -0.005 0.054 -0.027
H -5.727 -0.607 -6.509 0.001 -0.064 -0.009
H -4.658 0.781 -6.644 0.032 0.021 -0.035
H -6.078 0.851 -5.595 -0.045 0.014 0.026
H -5.903 -2.295 -4.054 -0.008 -0.022 -0.048
H -6.204 -0.924 -2.993 -0.024 0.047 -0.011
H -4.889 -2.045 -2.635 0.013 -0.024 0.007
H -4.349 2.469 -4.896 -0.010 0.013 -0.023
H -3.569 4.401 -3.545 -0.021 0.017 -0.027
H -2.484 3.954 -1.342 0.089 0.072 0.012
C 1.715 -2.825 4.241 -0.082 0.298 -0.427
Si 2.855 -2.084 2.920 -0.088 -0.434 -0.093
C 3.295 -3.375 1.604 -0.190 0.325 0.173
C 4.451 -1.602 3.857 -0.400 0.156 -0.349
As 1.791 -0.162 1.613 2.429 0.329 1.685
Si 1.436 1.295 3.574 0.141 -0.001 0.238
C 0.924 3.103 3.373 0.015 -0.384 -0.273
C 3.018 1.361 4.626 -0.419 -0.237 -0.274
C 0.032 0.277 4.386 0.299 0.247 -0.213
Si 3.746 0.367 0.204 0.423 0.017 -0.031
C 3.779 -1.132 -0.982 -0.102 0.265 0.232
C 5.312 0.427 1.276 -0.471 -0.187 -0.209
C 3.814 1.948 -0.835 -0.339 -0.268 0.260
H 2.193 -3.723 4.636 0.184 0.013 -0.025
H 0.750 -3.124 3.838 -0.008 0.026 -0.005
H 1.548 -2.146 5.077 0.056 0.053 0.018
H 3.505 -4.334 2.079 0.043 0.008 0.141
H 4.178 -3.087 1.034 0.036 0.036 0.014
H 2.468 -3.533 0.914 -0.005 0.001 -0.017
H 5.286 -2.211 3.511 0.003 -0.041 -0.141
H 4.333 -1.804 4.921 -0.144 0.005 0.047
H 4.723 -0.558 3.743 0.091 -0.022 0.045
H 1.747 3.687 2.961 0.057 -0.011 0.005
H 0.663 3.526 4.345 0.069 -0.157 0.151
H 0.078 3.246 2.708 -0.065 0.017 -0.008
H 3.881 1.598 4.003 0.026 0.013 -0.011
H 3.216 0.427 5.147 0.027 -0.025 0.006
H 2.932 2.151 5.373 -0.126 0.055 0.013
H -0.898 0.847 4.415 -0.035 0.083 -0.011
H 0.273 0.002 5.412 0.043 -0.003 0.052
H -0.146 -0.642 3.824 -0.020 -0.032 0.090
H 4.708 -1.692 -0.875 0.041 -0.028 0.042
H 3.721 -0.813 -2.025 -0.015 0.103 -0.040
H 2.952 -1.814 -0.786 0.075 -0.083 -0.001
H 5.568 -0.544 1.693 0.024 -0.019 0.028
H 5.197 1.139 2.093 -0.001 0.020 0.037
H 6.155 0.762 0.669 -0.017 0.024 -0.132
H 2.884 2.181 -1.345 0.011 0.003 -0.076
H 4.598 1.846 -1.588 0.127 -0.152 0.051
H 4.056 2.805 -0.208 -0.010 0.026 0.050
```
Positions in Å, forces in eV/Å.

Net charge: +1
Orbital gap (alpha / beta) (eV): 6.67 / 5.60
ΔE to the lowest compared entry with this formula, charge and spin (kcal per mole): 82.64
Strongest force on any atom (eV Å⁻¹): 2.974
Expectation value of S²: 2.037
Multiplicity: 3
E_LUMO (alpha / beta) (eV): -4.19 / -5.69

=====

(2)
C25H51B3ClNO12S4 | the ωB97M-V functional and the def2-TZVPD basis

Geometry as XYZ:
```
97
Properties=species:S:1:pos:R:3:forces:R:3
C -2.075 0.097 -2.344 -1.359 0.106 -0.686
C -2.947 1.453 -2.323 0.245 -0.243 2.024
N -2.481 2.487 -3.293 -1.879 -0.652 -0.246
C -2.400 1.981 -4.702 -0.003 1.441 -1.072
C -0.901 2.227 -5.226 0.230 -0.339 -0.053
B -0.094 0.891 -5.651 1.176 -0.248 0.314
O 0.946 0.976 -6.682 -2.751 -2.334 -0.118
B 0.796 -0.128 -7.603 0.817 -0.061 1.188
O 0.243 -1.417 -7.262 -1.420 2.689 0.839
B -0.757 -1.209 -6.249 0.878 -0.096 0.978
C -2.295 -1.712 -6.298 -0.191 -0.858 0.795
C -2.439 -3.319 -6.479 -0.971 1.040 -1.410
C -3.205 -3.576 -7.885 0.499 0.126 1.043
Cl -3.607 -3.893 -5.144 1.116 -0.010 -0.779
O -0.340 -0.425 -5.085 -0.859 1.282 -3.196
C -3.326 3.710 -3.240 1.409 2.629 0.960
C -4.902 3.700 -3.585 0.842 -0.429 -1.008
O -2.720 4.773 -2.947 -2.522 -3.518 -1.279
H -0.975 0.303 -2.597 -1.750 -0.371 0.456
H -2.184 -0.481 -1.363 0.231 1.215 -1.479
H -2.562 -0.583 -3.138 1.181 0.895 1.042
H -4.083 1.243 -2.371 1.646 0.024 -0.194
H -2.783 1.903 -1.272 -0.329 -0.465 -1.577
H -3.076 2.672 -5.335 0.984 -1.208 0.723
H -2.799 0.929 -4.857 0.705 1.209 0.470
H -0.883 2.954 -6.115 0.032 -0.975 1.367
H -0.309 2.704 -4.360 -0.940 -0.534 -1.295
H 1.182 0.037 -8.714 0.050 -0.088 0.068
H -2.776 -1.453 -5.287 0.787 -0.247 -1.556
H -2.927 -1.220 -7.107 0.934 -0.491 0.927
H -1.442 -3.864 -6.439 -1.503 0.550 0.275
H -2.641 -2.985 -8.688 -0.841 -1.028 0.985
H -4.261 -3.158 -7.747 1.512 -0.607 -0.382
H -3.252 -4.691 -8.109 0.053 1.549 0.129
H -4.958 3.605 -4.734 0.060 0.107 1.685
H -5.414 4.679 -3.328 0.884 -1.332 0.034
H -5.430 2.777 -3.176 0.739 1.390 -0.354
C -1.390 7.810 1.282 0.162 -0.019 0.070
C -1.048 7.391 -0.150 0.099 0.116 0.010
C -2.035 6.294 -0.555 0.510 0.133 -0.241
S -3.525 6.587 0.391 0.019 0.115 -0.284
O -3.715 5.484 1.305 -0.227 0.123 -0.177
O -4.572 7.042 -0.496 -0.050 -0.325 0.330
C -2.902 7.984 1.312 0.209 0.338 0.325
H -0.875 8.729 1.570 -0.053 -0.073 0.015
H -1.089 7.021 1.979 -0.052 0.076 -0.013
H -1.159 8.252 -0.817 0.002 -0.066 0.058
H -0.016 7.043 -0.234 -0.097 0.025 -0.024
H -2.268 6.335 -1.617 -0.135 -0.140 0.251
H -1.660 5.303 -0.296 -0.175 0.043 -0.015
H -3.316 7.979 2.320 -0.125 -0.085 -0.129
H -3.205 8.892 0.785 -0.045 -0.111 0.007
C 2.029 0.162 1.374 0.183 -0.045 0.065
C 2.517 0.177 -0.076 0.046 0.227 -0.021
C 2.118 -1.158 -0.709 0.489 0.149 -0.314
S 0.655 -1.707 0.163 -0.168 0.353 -0.116
O 0.977 -2.916 0.888 -0.385 0.099 -0.365
O -0.487 -1.617 -0.719 0.410 -0.649 0.423
C 0.596 -0.352 1.323 0.051 0.314 0.361
H 2.084 1.152 1.831 -0.015 -0.110 0.001
H 2.650 -0.519 1.966 -0.078 0.074 0.021
H 2.034 0.999 -0.614 0.022 -0.069 0.039
H 3.596 0.335 -0.138 -0.102 -0.034 -0.020
H 1.887 -1.049 -1.769 -0.098 -0.198 0.106
H 2.895 -1.913 -0.574 -0.161 -0.033 0.035
H 0.231 -0.703 2.287 -0.058 -0.107 -0.135
H -0.079 0.405 0.917 -0.005 -0.125 -0.028
C 1.687 -5.831 3.267 -0.011 -0.112 -0.057
C 2.471 -6.521 4.385 -0.181 -0.076 0.165
C 3.960 -6.332 4.085 0.034 -0.524 0.343
S 4.091 -4.809 3.153 -0.540 0.203 0.045
O 4.553 -5.123 1.821 0.255 0.201 0.254
O 4.729 -3.801 3.974 0.285 -0.075 -0.267
C 2.342 -4.470 3.081 -0.301 -0.002 -0.055
H 0.628 -5.736 3.515 0.094 0.024 -0.046
H 1.767 -6.415 2.345 -0.036 0.080 0.035
H 2.226 -6.053 5.344 0.007 -0.004 -0.092
H 2.217 -7.581 4.464 0.058 0.081 0.017
H 4.547 -6.248 5.000 0.104 0.063 -0.197
H 4.350 -7.141 3.466 0.035 0.164 -0.025
H 2.093 -4.000 2.130 0.236 -0.053 0.209
H 2.098 -3.799 3.909 0.081 -0.027 -0.021
C 3.126 -1.898 9.276 0.020 -0.128 0.112
C 4.438 -2.137 8.526 0.119 0.070 0.136
C 4.084 -2.483 7.078 0.547 -0.215 0.136
S 2.523 -1.675 6.739 0.250 0.235 -0.077
O 1.518 -2.691 6.518 0.045 0.209 -0.234
O 2.740 -0.590 5.810 -0.364 -0.337 -0.050
C 2.292 -0.997 8.374 -0.102 0.091 0.486
H 3.294 -1.441 10.253 -0.047 -0.040 -0.073
H 2.611 -2.851 9.432 -0.007 0.095 0.003
H 5.042 -1.224 8.549 -0.057 -0.070 -0.001
H 5.028 -2.931 8.987 -0.034 0.076 -0.067
H 4.838 -2.118 6.381 -0.246 -0.119 -0.136
H 3.944 -3.556 6.946 -0.083 0.134 -0.111
H 1.233 -0.994 8.629 0.026 0.016 -0.197
H 2.681 0.023 8.369 -0.047 -0.074 -0.093
```
Positions in Å, forces in eV/Å.

Orbital gap (eV): 9.40
ΔE to the lowest compared entry with this formula, charge and spin (kcal per mole): 0.00
Strongest force on any atom (eV Å⁻¹): 4.513
Multiplicity: 1
E_LUMO (eV): 0.30
SMILES string: CCN(CCB1OBOB(C[C@H](C)Cl)O1)C(C)=O.O=S1(=O)CCCC1.O=S1(=O)CCCC1.O=S1(=O)CCCC1.O=S1(=O)CCCC1